C6H12N2OS in the gas phase, computed with the ωB97M-V functional and the def2-TZVPD basis.

Structure (ORCA input):
```
! wB97M-V def2-TZVPD RIJCOSX def2/J DEFGRID3
* xyz 0 1
C 0.131 0.894 0.442
C -0.395 1.215 -0.919
C -0.188 2.657 -1.357
C -0.359 0.236 -2.060
C -0.329 -0.752 2.278
C 1.147 -2.643 0.593
N 0.099 -0.530 0.899
N 0.873 -1.262 0.243
O 0.609 1.698 1.236
S -2.000 1.213 0.029
H -0.844 2.822 -2.147
H 0.878 2.667 -1.475
H -0.512 3.380 -0.558
H 0.536 0.134 -2.561
H -1.110 0.432 -2.868
H -0.749 -0.688 -1.709
H 0.402 -0.956 3.016
H -0.808 0.207 2.597
H -0.950 -1.672 2.268
H 0.201 -3.280 0.361
H 2.019 -3.064 -0.055
H 1.348 -2.708 1.746
*
```

Values from the calculation:
- energy above the lowest of the compared OMol25 structures with the same formula, charge and spin (kcal per mole) = 94.5
- LUMO energy (spin up / spin down) (eV) = -1.46 / -1.46
- electronic energy (hartree) = -818.60317

The molecule's natural (NBO) atomic charges, reported in e, are given here: number 1, C, carries 0.589; number 2, C, carries -0.189; number 3, C, carries -0.609; number 4, C, carries -0.615; number 5, C, carries -0.479; number 6, C, carries -0.506; number 7, N, carries -0.014; number 8, N, carries -0.027; number 9, O, carries -0.618; number 10, S, carries -0.312; number 11, H, carries 0.219; number 12, H, carries 0.208; number 13, H, carries 0.238; number 14, H, carries 0.209; number 15, H, carries 0.222; number 16, H, carries 0.213; number 17, H, carries 0.229; number 18, H, carries 0.287; number 19, H, carries 0.230; number 20, H, carries 0.251; number 21, H, carries 0.252; number 22, H, carries 0.221

A 2-piece molecular cluster, C6H12N2S overall, computed with the ωB97M-V functional and the def2-TZVPD basis.

Structure (ORCA input):
```
! wB97M-V def2-TZVPD RIJCOSX def2/J DEFGRID3
* xyz 0 1
C -0.817 1.648 0.823
C 0.213 1.204 0.115
C -0.035 -0.782 -1.191
C 0.640 -0.833 1.332
C 2.345 -0.398 -0.511
C 0.837 -0.181 -0.035
N -2.969 1.319 -0.624
N -3.514 0.394 -0.254
S -4.172 -0.815 0.249
H -1.162 2.736 0.641
H -1.426 0.908 1.311
H 0.709 1.892 -0.448
H -1.128 -0.667 -0.819
H 0.310 -1.881 -1.441
H 0.132 -0.220 -2.123
H -0.452 -0.775 1.684
H 1.118 -1.928 1.417
H 1.335 -0.287 2.031
H 2.673 0.548 -1.163
H 2.382 -1.187 -1.308
H 2.981 -0.696 0.313
*
```

Values from the calculation:
- energy above the lowest of the compared OMol25 structures with the same formula, charge and spin (kcal per mole) = 80.6
- LUMO energy (eV) = 0.56
- SMILES = C=CC(C)(C)C.N#[N+][S-]
- electronic energy (hartree) = -743.38987

The molecule's natural (NBO) atomic charges, reported in e, are given here: number 1, C, carries -0.418; number 2, C, carries -0.157; number 3, C, carries -0.595; number 4, C, carries -0.610; number 5, C, carries -0.603; number 6, C, carries -0.116; number 7, N, carries 0.016; number 8, N, carries -0.193; number 9, S, carries 0.182; number 10, H, carries 0.225; number 11, H, carries 0.182; number 12, H, carries 0.184; number 13, H, carries 0.202; number 14, H, carries 0.209; number 15, H, carries 0.213; number 16, H, carries 0.214; number 17, H, carries 0.208; number 18, H, carries 0.217; number 19, H, carries 0.212; number 20, H, carries 0.213; number 21, H, carries 0.217

An isolated ion of composition C6H12N3 and charge +1, computed with the ωB97M-V functional and the def2-TZVPD basis.

Structure (ORCA input):
```
! wB97M-V def2-TZVPD RIJCOSX def2/J DEFGRID3
* xyz 1 1
C 0.797 -1.536 0.551
C -0.729 0.370 1.973
C 0.052 -1.334 -0.693
C -0.694 0.803 0.752
C 0.764 -0.840 -1.937
C -0.510 2.156 0.198
N 1.747 -0.681 0.703
N 2.449 0.194 0.766
N -1.046 -0.185 -0.327
H 0.516 -1.981 1.494
H -0.316 1.012 2.775
H -0.702 -0.650 2.257
H -0.441 -2.297 -0.941
H 0.010 -0.863 -2.749
H 1.684 -1.562 -2.049
H 1.059 0.218 -1.709
H 0.500 2.329 0.086
H -0.868 2.945 0.995
H -1.020 2.197 -0.783
H -1.274 0.366 -1.222
H -1.977 -0.661 -0.139
*
```

Values from the calculation:
- energy above the lowest of the compared OMol25 structures with the same formula, charge and spin (kcal per mole) = 108.7
- LUMO energy (eV) = -3.48
- electronic energy (hartree) = -399.70785

The molecule's natural (NBO) atomic charges, reported in e, are given here: number 1, C, carries -0.325; number 2, C, carries -0.366; number 3, C, carries -0.038; number 4, C, carries 0.150; number 5, C, carries -0.639; number 6, C, carries -0.662; number 7, N, carries 0.091; number 8, N, carries 0.060; number 9, N, carries -0.594; number 10, H, carries 0.255; number 11, H, carries 0.245; number 12, H, carries 0.217; number 13, H, carries 0.252; number 14, H, carries 0.240; number 15, H, carries 0.277; number 16, H, carries 0.216; number 17, H, carries 0.247; number 18, H, carries 0.275; number 19, H, carries 0.214; number 20, H, carries 0.434; number 21, H, carries 0.451

- The lowest energy above the lowest of the compared OMol25 structures with the same formula, charge and spin belongs to which entry?
  C6H12N2S

- The highest electronic energy belongs to which entry?
  C6H12N3

- Number 3 is which compound?
  C6H12N3